Molecular formula: C73H75F14N3O3S
Method: DFT, ωB97M-V with the def2-TZVPD basis set

XYZ file:
```
169
C73H75F14N3O3S (ωB97M-V with the def2-TZVPD basis set)
S -1.76 -1.90 -1.26
F 1.63 -3.03 3.43
F -7.13 9.01 6.02
F -4.34 -1.88 -1.98
F 12.48 -0.85 2.00
F -0.47 -2.66 3.35
F 0.91 -1.55 5.32
F 2.61 -1.21 -3.44
F -8.55 0.22 -1.14
F 3.63 -5.02 -1.06
F -5.96 4.10 2.92
F -5.09 2.72 -6.76
F 8.72 -3.67 2.36
F -0.37 -3.72 -3.48
F 1.98 -0.28 3.97
O 0.27 -4.72 1.76
O 0.60 -0.29 1.52
O 5.90 0.81 0.38
N 4.52 -1.00 0.64
N -0.82 1.47 2.04
N -0.17 -2.03 -0.68
C -6.06 5.94 6.58
C -7.23 10.84 9.69
C 5.13 -6.93 -3.75
C 5.09 -5.99 -4.77
C 2.27 -1.90 1.06
C -4.89 -1.10 -2.94
C -1.59 -5.73 -3.48
C -0.51 -5.00 -3.91
C 0.85 -1.70 1.60
C -7.88 1.94 0.32
C 0.31 -6.84 -5.18
C -6.57 4.04 5.19
C -1.73 -7.04 -3.92
C -8.08 3.21 0.84
C -6.62 10.87 7.36
C -7.77 9.57 9.53
C 4.11 -5.34 -2.28
C -7.16 9.61 7.22
C -4.46 4.41 -5.26
C 4.07 -4.40 -3.29
C 5.38 -2.99 1.88
C 10.94 -1.77 3.52
C -6.75 0.13 -3.77
C 0.20 0.80 -5.20
C 0.45 -5.53 -4.75
C -5.76 6.43 -5.15
C 11.60 -0.68 3.01
C 9.15 -3.75 1.08
C 10.50 0.77 4.55
C 2.24 0.72 -6.48
C -6.59 4.67 6.43
C 5.61 -1.53 1.47
C -7.75 8.95 8.29
C 0.83 -6.00 1.55
C -0.77 0.11 1.52
C -5.99 4.70 4.13
C -4.12 -0.74 -4.03
C 9.76 -4.91 0.65
C -5.49 6.59 5.49
C -5.45 5.97 4.26
C 4.92 0.23 0.08
C -8.75 1.46 -0.63
C -6.19 -0.68 -2.79
C 10.04 -3.90 -1.52
C -4.68 0.06 -5.01
C -9.82 2.20 -1.09
C 9.43 -2.74 -1.06
C -9.16 3.97 0.40
C 10.04 -1.59 4.57
C -6.39 4.68 -6.68
C -4.68 5.67 -4.72
C 8.97 -2.66 0.24
C 2.82 -0.08 -5.50
C -5.31 3.94 -6.23
C 0.87 -0.97 4.11
C 0.73 -2.12 3.09
C 4.64 -6.60 -2.49
C 9.82 -0.32 5.08
C 0.93 1.16 -6.32
C 3.27 -0.82 1.48
C -0.78 -7.60 -4.77
C -6.61 5.93 -6.13
C 2.08 -0.43 -4.39
C 3.99 0.77 -1.00
C 10.20 -4.98 -0.67
C -0.11 -2.54 0.71
C -10.03 3.47 -0.56
C 0.30 -3.99 0.55
C 11.40 0.59 3.52
C 4.56 -4.73 -4.54
C 0.78 0.00 -4.23
C -6.66 11.49 8.60
C -5.99 0.50 -4.88
H 1.83 -5.95 1.11
H 3.64 -3.42 -3.09
H -0.02 -0.35 4.13
H -7.05 1.33 0.65
H 6.53 -1.49 0.91
H -8.22 9.06 10.37
H 4.81 -3.56 1.15
H -8.17 7.96 8.14
H -6.24 12.48 8.72
H 8.49 -1.77 0.61
H 9.52 -2.45 4.98
H -7.77 0.48 -3.67
H 0.48 1.78 -7.09
H 9.89 -5.73 1.33
H 3.84 -0.44 -5.60
H -6.76 -0.98 -1.92
H 5.78 -0.95 2.37
H 0.16 -6.56 0.89
H -5.01 6.45 3.40
H -1.37 -0.56 2.14
H 2.67 -2.86 1.38
H -6.43 1.13 -5.65
H -6.08 6.43 7.55
H -3.10 -1.09 -4.11
H -0.89 -8.62 -5.10
H 3.15 1.25 -0.51
H 0.93 -6.48 2.51
H -0.82 1.15 -5.08
H 1.05 -7.28 -5.83
H 1.24 -4.11 0.02
H -1.13 -2.53 1.08
H -5.08 7.58 5.61
H -7.40 3.60 1.58
H 4.54 -4.00 -5.34
H 2.26 -1.95 -0.02
H 11.12 -2.76 3.10
H 3.69 -0.02 -1.67
H -4.02 6.06 -3.96
H -7.03 4.28 -7.45
H 6.33 -3.49 2.02
H -5.94 7.41 -4.73
H 2.93 0.19 1.30
H 9.12 -0.18 5.89
H 4.66 -7.31 -1.67
H 1.29 -4.92 -5.06
H 11.94 1.43 3.10
H 9.30 -1.90 -1.73
H -2.59 -7.63 -3.60
H 10.39 -3.96 -2.54
H -3.63 3.80 -4.93
H -6.99 3.06 5.05
H -1.80 1.75 2.00
H 5.53 -7.91 -3.92
H -10.48 1.79 -1.84
H -1.89 -2.78 -2.28
H -7.03 4.16 7.28
H -4.10 0.34 -5.88
H 10.68 -5.89 -1.02
H 4.59 1.47 -1.57
H -9.32 4.96 0.81
H -2.32 -5.28 -2.81
H 0.35 -1.16 -0.79
H 2.80 0.99 -7.36
H 3.58 -1.00 2.50
H 0.24 -0.30 -3.34
H -7.26 11.32 10.65
H -10.87 4.06 -0.90
H 4.88 -3.04 2.84
H -6.16 11.35 6.51
H -0.46 -4.44 -0.11
H 10.32 1.76 4.95
H -1.15 0.18 0.51
H -7.46 6.52 -6.47
H 5.48 -6.25 -5.75
H -0.58 1.49 3.03
```

Orbital gap = 9.32 eV
Calculated total energy = -136408.532 eV
Structure (SMILES) = CCN(CC[C@@](OCN)([C@H](COC)NS)C(F)(F)C(F)F)C(C)=O.Fc1ccccc1.Fc1ccccc1.Fc1ccccc1.Fc1ccccc1.Fc1ccccc1.Fc1ccccc1.Fc1ccccc1.Fc1ccccc1.Fc1ccccc1.Fc1ccccc1